Entry 1:
{
  "formula": "C8H18N2",
  "method": "ωB97M-V with the def2-TZVPD basis set",
  "symbols": ["C", "C", "C", "C", "N", "N", "H", "H", "H", "H", "H", "H", "H", "H", "H", "H", "C", "C", "C", "C", "H", "H", "H", "H", "H", "H", "H", "H"],
  "xyz": [[-0.472815, -1.635591, -1.744940], [0.363697, -1.393563, -0.540600], [-0.093609, -2.086617, 0.707323], [1.225318, -0.316254, -0.381592], [2.245030, -0.025572, 0.622691], [3.518220, 0.172020, -0.183492], [-0.179679, -1.198683, -2.716108], [-1.391471, -1.248287, -1.502799], [-0.634609, -2.721108, -1.973560], [0.280993, -3.083249, 0.863437], [-1.121803, -2.041518, 0.882738], [0.389913, -1.410975, 1.501313], [1.322753, 0.404321, -1.262860], [2.338734, -0.953705, 1.064585], [3.248926, 0.381660, -1.221624], [3.892627, 1.007907, 0.121289], [-2.201078, 0.371971, 0.042070], [-1.145957, 0.972170, 0.540838], [-0.528366, 2.176529, -0.040955], [-0.627699, 0.723586, 1.923638], [-2.613060, 0.720797, -0.955496], [-2.702854, -0.352572, 0.558045], [-0.834743, 2.318363, -1.092069], [0.548765, 2.096634, 0.086326], [-0.738916, 3.010377, 0.530122], [-1.159565, -0.040520, 2.303650], [-0.619746, 1.607308, 2.574062], [0.413808, 0.473513, 1.841695]],
  "atomic_forces_ev_per_a": [[1.664, -1.326, -1.511], [1.535, 2.080, 0.772], [3.461, 1.401, 1.393], [-0.438, -0.873, -2.767], [-0.235, -1.010, -1.919], [-2.177, -1.806, -2.058], [0.316, 0.121, 0.644], [-2.627, 0.860, 0.339], [0.336, 0.709, 0.518], [0.017, -0.608, -0.154], [-1.718, 0.009, -0.066], [-0.949, -1.682, -0.541], [-0.166, -1.150, 1.131], [0.586, 0.779, 0.004], [0.415, -0.762, 2.540], [0.871, 2.142, 1.071], [-0.073, 2.167, -2.765], [-0.232, 1.424, 1.360], [0.853, -1.347, -2.024], [1.342, 2.137, -1.318], [0.476, -0.626, 1.284], [-1.308, -1.903, 1.140], [0.377, 0.153, 0.404], [0.303, -0.030, -0.525], [-0.983, 1.917, 1.157], [-1.645, -2.550, 1.947], [-0.492, -0.034, -0.245], [0.489, -0.191, 0.190]],
  "lowdin_charge": [-0.069, -0.325, -0.059, -0.175, -0.089, -0.003, 0.090, 0.012, 0.101, 0.077, 0.055, 0.076, 0.122, 0.104, 0.099, 0.011, 0.009, -0.441, -0.071, -0.062, 0.100, 0.036, 0.097, 0.068, 0.057, 0.037, 0.103, 0.041],
  "gap_ev": 8.92,
  "e_above_lowest_kj_mol": 409.5,
  "smiles": "CC(C)=CNN.C=C(C)C",
  "lumo_energy_ev": 0.98
}


Entry 2:
{
  "formula": "C20H35N2O2P2Tm",
  "method": "ωB97M-V with the def2-TZVPD basis set",
  "symbols": ["Tm", "P", "C", "C", "N", "C", "C", "C", "C", "C", "P", "H", "H", "H", "H", "H", "H", "H", "H", "O", "H", "H", "O", "H", "C", "H", "H", "H", "C", "H", "H", "H", "C", "H", "H", "H", "C", "H", "H", "H", "C", "N", "C", "C", "C", "C", "C", "C", "C", "C", "H", "H", "H", "H", "H", "H", "H", "H", "H", "H", "H", "H"],
  "xyz": [[0.451585, 0.416346, -0.142755], [2.388821, -1.434036, 0.490175], [2.248288, -1.965218, -1.208989], [1.092175, -1.826960, -2.051827], [-0.003961, -1.021766, -1.731236], [-1.221490, -1.317780, -2.279299], [-1.325016, -2.258459, -3.287359], [-0.163952, -2.874020, -3.786498], [1.047513, -2.583576, -3.229314], [-2.469642, -0.650091, -1.752038], [-2.465593, 0.914954, -0.798017], [1.965146, -3.009128, -3.580301], [-2.314098, -2.477997, -3.716226], [-0.235495, -3.592114, -4.594258], [-3.112458, -0.386047, -2.629499], [-3.051225, -1.351019, -1.109022], [2.819724, 2.483980, -1.712990], [3.230246, -2.052759, -1.732665], [-0.218234, 6.127557, -1.518182], [2.155010, 1.729469, -1.705294], [1.701297, 1.878640, -2.566752], [-1.323696, 1.124321, 0.057400], [-0.073256, 5.954515, -0.594918], [-0.390809, 5.033349, -0.511233], [-2.801003, 2.219470, -1.967759], [-3.739016, 1.959272, -2.488824], [-2.929677, 3.182880, -1.451544], [-2.010065, 2.353250, -2.713665], [-3.826662, 0.942601, 0.335829], [-3.766342, 1.863074, 0.928792], [-4.755184, 0.911891, -0.259156], [-3.730541, 0.100387, 1.012932], [2.314879, -3.154955, 1.140965], [3.219435, -3.703366, 0.807724], [2.216490, -3.153069, 2.240258], [1.431989, -3.632340, 0.675337], [4.056666, -0.732507, 0.901137], [4.106843, -0.523087, 1.987320], [4.861855, -1.437060, 0.625235], [4.196958, 0.216485, 0.357574], [0.445266, 1.587902, 5.431329], [0.672001, 0.684535, 4.343832], [1.604126, -0.379836, 4.538988], [-0.106582, 0.767142, 3.126531], [-0.703104, -0.563997, 2.762700], [-1.370090, -1.300931, 3.748557], [-1.882415, -2.559200, 3.457105], [-1.807594, -3.025133, 2.156984], [-1.182511, -2.266475, 1.158592], [-0.615751, -1.040082, 1.467459], [1.360059, 1.678840, 6.036373], [-0.363350, 1.244134, 6.105330], [0.154434, 2.573327, 5.044377], [1.116680, -1.319116, 4.849686], [2.178484, -0.591665, 3.625088], [2.298452, -0.088953, 5.341844], [-0.887615, 1.517690, 3.327062], [0.557573, 1.202730, 2.321447], [-1.437237, -0.879155, 4.748058], [-2.359083, -3.137970, 4.247224], [-2.236628, -3.987472, 1.896807], [-1.165224, -2.651101, 0.142467]],
  "atomic_forces_ev_per_a": [[3.725, -2.273, 0.929], [-0.182, -0.381, -0.064], [-0.040, 2.236, -1.897], [1.931, 0.623, 1.851], [-0.385, -0.136, 0.580], [0.342, -1.176, -1.256], [-1.515, 1.136, 0.879], [1.103, -0.055, -0.146], [-1.024, -0.544, -1.087], [-0.586, -0.189, 0.061], [-0.921, -0.663, -0.583], [0.230, -0.348, -0.141], [0.572, 0.033, 0.238], [-0.008, 0.150, -0.050], [0.281, -0.152, 0.704], [0.440, 0.355, -0.300], [-0.915, -1.323, 0.386], [-0.946, -0.591, 0.230], [-0.022, 0.535, -0.722], [-0.040, 1.540, -0.636], [0.480, -0.403, 0.548], [-2.100, 0.591, -0.402], [-0.221, -1.315, 0.505], [0.239, 0.805, 0.190], [0.504, 1.009, -0.152], [0.338, 0.030, 0.271], [-0.104, -0.284, -0.119], [-0.139, -0.186, 0.040], [0.027, 0.110, 0.275], [-0.192, -0.082, -0.173], [0.284, -0.041, 0.353], [-0.180, -0.252, 0.116], [-0.165, 0.214, 0.844], [-0.428, 0.406, 0.253], [0.114, -0.285, -0.400], [0.431, 0.331, 0.379], [-0.020, -0.383, -0.285], [-0.087, -0.186, -0.556], [-0.293, 0.355, 0.140], [-0.018, -0.370, 0.177], [-0.429, 0.268, 0.444], [-0.138, 0.408, -1.044], [0.146, -0.465, 0.264], [0.321, 0.104, 2.128], [-0.619, -0.147, 0.237], [0.462, 0.178, 0.061], [-0.160, 0.447, 0.352], [0.153, -0.362, -0.737], [-0.750, -0.587, 0.567], [0.172, 1.617, -1.808], [-0.328, 0.159, -0.240], [0.216, 0.141, -0.083], [0.170, -0.090, 0.217], [0.192, 0.052, -0.071], [-0.033, 0.058, 0.087], [-0.099, -0.177, -0.386], [0.159, -0.129, -0.272], [-0.103, -0.124, -0.534], [-0.024, -0.185, -0.013], [0.062, 0.078, -0.279], [0.058, 0.015, 0.092], [0.058, -0.098, 0.032]],
  "mulliken_spin": [2.046, -0.011, -0.007, -0.001, -0.007, 0.003, -0.001, 0.001, -0.002, -0.001, -0.002, 0.000, 0.000, 0.000, 0.000, 0.000, 0.000, 0.000, 0.000, -0.001, 0.000, 0.003, 0.000, 0.000, 0.001, 0.000, 0.000, 0.000, 0.000, 0.000, 0.000, 0.000, -0.002, 0.000, 0.000, 0.000, -0.001, 0.000, 0.000, 0.000, 0.000, -0.001, 0.000, -0.004, 0.010, 0.000, 0.001, 0.000, 0.016, -0.042, 0.000, 0.000, 0.000, 0.000, 0.000, 0.000, 0.000, 0.001, 0.000, 0.000, 0.000, -0.001],
  "gap_ev": [5.29, 5.35],
  "e_above_lowest_kj_mol": 397.9,
  "multiplicity": 3,
  "lumo_energy_ev": [-7.18, -7.15],
  "charge": 2
}